Here is a structure of composition C19H18BCrN8Se2 from the Open Molecules 2025 dataset. Energies are from wB97M-V/def2-TZVPD.

The calculation puts the maximum force at 0.73 eV Å⁻¹. Its total charge is +2. As for the spin multiplicity: 4. The value obtained for the orbital gap (alpha / beta) is 7.99 / 8.00 eV. Its LUMO energy (alpha / beta) is -6.7891 / -6.7099 eV. For the HOMO energy (alpha / beta), the calculation gives -14.78 / -14.71 eV. For the energy relative to the best compared isomer or geometry (same formula, charge and spin), the calculation gives 0.0 kJ/mol.

```
49
Properties=species:S:1:pos:R:3:lowdin_charge:R:1
Cr -0.7152 0.7290 -0.5949 0.888
C 0.8023 3.7649 2.2854 -0.014
C 0.0253 3.5200 1.1499 -0.094
N -0.1250 2.2140 0.9611 -0.026
N 0.5729 1.5923 1.9466 -0.036
C 1.1303 2.5149 2.7567 -0.027
B 0.5626 0.0880 2.0568 -0.422
N -0.8712 -0.4324 1.9845 -0.016
C -1.5460 -1.1902 2.8665 -0.015
C -2.8468 -1.3243 2.4251 0.000
C -2.8943 -0.6036 1.2342 -0.084
N -1.7077 -0.0505 0.9841 -0.059
N 1.3223 -0.4948 0.6576 -0.016
C 2.4125 -1.4589 0.8675 -0.162
C 3.0978 -1.5300 -1.7054 0.000
C 2.1893 -0.7226 -2.2378 -0.092
N 1.1644 -0.0942 -1.4315 -0.077
H 1.0716 4.7187 2.7019 0.115
H -0.4382 4.2297 0.4830 0.124
H 1.7074 2.2180 3.6168 0.140
H 1.1491 -0.3229 3.0038 0.138
H -1.0622 -1.5683 3.7517 0.144
H -3.6492 -1.8583 2.9019 0.119
H -3.7302 -0.4593 0.5698 0.122
H 2.1669 -2.1621 1.6520 0.168
H 3.8370 -1.9526 -2.3759 0.137
H 2.1655 -0.4726 -3.2872 0.125
Se -0.1570 -2.6901 -0.6959 0.821
Se -0.7965 -2.3000 -2.9040 0.824
C -2.2808 -1.1025 -2.6231 -0.589
C -3.4473 -1.3731 -3.3185 -0.060
C -4.4967 -0.4671 -3.2733 0.007
C -4.3639 0.6833 -2.5174 -0.002
C -3.1818 0.8676 -1.8248 -0.114
N -2.1510 0.0063 -1.8762 -0.065
C 0.4020 -0.9046 -0.4694 -0.735
C 3.2516 -1.9275 -0.2831 -0.121
C 3.8149 -0.9419 0.7586 -0.097
C 3.9785 0.4614 0.3369 0.028
C 2.9736 1.1498 -0.1840 -0.028
N 1.6633 0.6026 -0.2393 -0.057
H -3.5272 -2.2889 -3.8867 0.119
H -5.4105 -0.6670 -3.8173 0.137
H -5.1554 1.4155 -2.4549 0.132
H -3.0537 1.7448 -1.1920 0.130
H 3.6194 -2.9396 -0.1662 0.158
H 4.5464 -1.3305 1.4518 0.157
H 4.9440 0.9311 0.4639 0.137
H 3.0367 2.1784 -0.5100 0.138
```